No. 1
This record from OMol25 describes a single C3H4N4 molecule. The level of theory is ωB97M-V with the def2-TZVPD basis set.

Element x y z (Å)
N1 -0.2035 0.4623 -1.7870
C1 0.1025 0.1717 -0.5232
C2 -0.7386 0.1241 0.5735
N2 -0.2293 0.6155 1.9209
C3 0.2969 -0.5459 1.5510
N3 1.6127 -0.5622 0.9129
N4 1.4805 -0.1924 -0.2734
H1 -0.9389 1.1357 -1.9377
H2 0.5643 0.4799 -2.4410
H3 -1.8007 -0.1403 0.4958
H4 -0.1458 -1.5485 1.5083

E_LUMO   -0.841 eV
Total energy   -9130.9282 eV
Energy above the lowest of the compared OMol25 structures with the same formula, charge and spin   5.9294 eV
Molecular weight   96.09 g/mol
E_HOMO   -7.9560 eV

natural (NBO) population analysis, charges in e, atoms 1 to 4:
1 N -0.739
2 C 0.399
3 C -0.219
4 N -0.531

***

No. 2
This record from OMol25 describes a single C5H11ClN2 molecule. The level of theory is ωB97M-V with the def2-TZVPD basis set.

Element x y z (Å)
C1 1.7425 -1.0056 1.0094
C2 0.9766 -0.4402 -0.0806
C3 -0.2885 -1.0930 -0.9364
C4 -1.1213 0.1448 -0.6196
C5 -0.1105 0.6395 0.5119
H1 2.5791 -1.7405 0.9417
H2 0.9682 -1.2222 1.7965
H3 2.1917 -0.2406 1.6310
H4 -0.4527 -2.0291 -0.3941
H5 0.0535 -1.1624 -2.1076
H6 -0.9768 1.1340 -1.3278
H7 -2.9107 -1.0132 0.1793
H8 -2.9553 0.0965 -1.3466
H9 -0.5038 0.5317 1.5884
H10 0.4927 2.2660 -0.7062
H11 0.5955 2.6151 1.0610
N1 -2.4107 -0.0512 -0.3699
N2 0.0741 2.1195 0.3338
Cl1 2.0565 0.4510 -1.1643

SMILES   C[C@@]1(Cl)C[C@@H](N)[C@@H]1N
E_LUMO   0.897 eV
Total energy   -20862.3081 eV
Energy above the lowest of the compared OMol25 structures with the same formula, charge and spin   3.5847 eV
Molecular weight   134.61 g/mol
E_HOMO   -8.5674 eV

natural (NBO) population analysis, charges in e, atoms 1 to 4:
1 C -0.663
2 C -0.032
3 C -0.436
4 C -0.070

***

No. 3
This record from OMol25 describes a gas-phase ion, C7H15O3 (charge +1). The level of theory is ωB97M-V with the def2-TZVPD basis set.

Element x y z (Å)
C1 0.9053 1.3068 -0.5106
C2 -1.6037 -1.1752 -0.9496
C3 2.8085 -0.2016 -0.6276
C4 -2.6250 1.2689 0.2680
C5 0.1859 -0.9809 0.9561
C6 1.3766 -0.1113 1.3391
C7 -0.7694 -0.2151 0.0297
O1 2.0103 0.5809 0.1810
O2 -1.4957 0.5944 0.8541
O3 0.0075 0.4911 -0.9950
H1 1.2783 1.8055 -1.3088
H2 0.5136 1.9096 0.3068
H3 -2.5246 -0.6666 -1.0654
H4 -1.7559 -2.1977 -0.5008
H5 -1.1815 -1.1078 -1.8914
H6 3.2649 -1.0483 -0.0016
H7 3.8063 0.2780 -0.8249
H8 2.3366 -0.5691 -1.5845
H9 -2.3107 1.6901 -0.6597
H10 -2.7181 2.0957 0.8760
H11 -3.5392 0.7612 -0.0168
H12 0.4644 -1.9818 0.6685
H13 -0.4676 -1.1107 1.9172
H14 0.9604 0.5829 2.1030
H15 2.1772 -0.5848 1.8478

Net charge   +1
E_LUMO (alpha / beta)   -2.498 / -9.727 eV
Total energy   -13626.6941 eV
Molecular weight   147.19 g/mol
Multiplicity   3
E_HOMO (alpha / beta)   -6.5356 / -15.2305 eV

natural (NBO) population analysis, charges in e, atoms 1 to 4:
1 C 0.134
2 C -0.532
3 C -0.394
4 C -0.314

***

> Which of these has the lowest total energy?

C5H11ClN2

***

Please write out number 1 again, unchanged.
This record from OMol25 describes a single C3H4N4 molecule. The level of theory is ωB97M-V with the def2-TZVPD basis set.

Element x y z (Å)
N1 -0.2035 0.4623 -1.7870
C1 0.1025 0.1717 -0.5232
C2 -0.7386 0.1241 0.5735
N2 -0.2293 0.6155 1.9209
C3 0.2969 -0.5459 1.5510
N3 1.6127 -0.5622 0.9129
N4 1.4805 -0.1924 -0.2734
H1 -0.9389 1.1357 -1.9377
H2 0.5643 0.4799 -2.4410
H3 -1.8007 -0.1403 0.4958
H4 -0.1458 -1.5485 1.5083

E_LUMO   -0.841 eV
Total energy   -9130.9282 eV
Energy above the lowest of the compared OMol25 structures with the same formula, charge and spin   5.9294 eV
Molecular weight   96.09 g/mol
E_HOMO   -7.9560 eV

natural (NBO) population analysis, charges in e, atoms 1 to 4:
1 N -0.739
2 C 0.399
3 C -0.219
4 N -0.531